Molecular formula: C43H39N7O3PSTa
Method: DFT, ωB97M-V/def2-TZVPD

Structure (XYZ):
```
95
Properties=species:S:1:pos:R:3:lowdin_charge:R:1
Ta -0.2981 -0.1553 -0.2481 1.928
O -1.6228 -0.1574 -1.7814 -0.384
C -2.4823 0.7019 -2.3568 -0.307
C -2.4842 0.8597 -3.7411 0.009
C -3.3604 1.7431 -4.3448 -0.029
C -4.2946 2.4507 -3.5935 -0.050
C -4.3352 2.2608 -2.2306 -0.010
C -3.4228 1.4064 -1.5988 -0.146
C -3.5232 1.2051 -0.1833 -0.056
N -2.6510 0.6380 0.5584 -0.013
C -2.9852 0.4719 1.9591 -0.184
C -1.7651 0.8746 2.7564 -0.193
N -0.7518 -0.0486 2.3247 -0.049
C -0.1881 -0.8134 3.1694 -0.081
C 0.6751 -1.9122 2.7936 -0.146
C 1.5224 -2.4894 3.7416 -0.009
C 2.3194 -3.5663 3.4145 -0.046
C 2.2184 -4.1196 2.1423 -0.031
C 1.3634 -3.5753 1.2018 0.004
C 0.6112 -2.4447 1.4975 -0.290
O -0.1352 -1.8252 0.5574 -0.288
H -1.7838 0.2863 -4.3313 0.098
H -3.3238 1.8753 -5.4181 0.121
H -4.9886 3.1263 -4.0728 0.118
H -5.0676 2.7835 -1.6269 0.125
H -4.4543 1.5472 0.2755 0.146
H -3.1943 -0.5852 2.1431 0.136
H -3.8622 1.0549 2.2494 0.130
H -1.9535 0.8303 3.8323 0.133
H -1.4698 1.8879 2.4836 0.117
H -0.3747 -0.6800 4.2387 0.148
H 1.5560 -2.0636 4.7376 0.125
H 2.9915 -3.9928 4.1457 0.118
H 2.8086 -4.9886 1.8840 0.121
H 1.2742 -4.0147 0.2195 0.099
N 1.8890 -2.2661 -2.2509 -0.092
P 0.3370 -1.6092 -2.4468 1.022
C 0.3639 -1.1418 -4.1997 -0.346
C 0.7289 0.1484 -4.5805 -0.105
C 0.8549 0.4567 -5.9250 -0.057
C 0.6191 -0.5168 -6.8871 -0.046
C 0.2575 -1.8021 -6.5068 -0.048
C 0.1262 -2.1200 -5.1639 -0.070
C -0.7536 -3.0629 -2.3643 -0.353
C -2.1169 -2.9379 -2.6407 -0.080
C -2.9541 -4.0329 -2.5077 -0.049
C -2.4463 -5.2585 -2.0984 -0.050
C -1.0888 -5.3958 -1.8532 -0.054
C -0.2451 -4.3045 -1.9887 -0.101
C 2.8054 -1.7918 -1.3376 -0.368
C 4.1498 -2.1584 -1.4568 0.007
C 5.0376 -1.7738 -0.4795 -0.027
C 4.5627 -1.0450 0.6080 -0.038
C 3.2350 -0.6929 0.6252 -0.138
N 2.3589 -1.0292 -0.3344 0.061
H 2.2809 -2.7997 -3.0138 0.126
H 0.9027 0.9056 -3.8239 0.102
H 1.1385 1.4567 -6.2251 0.117
H 0.7211 -0.2742 -7.9363 0.118
H 0.0781 -2.5609 -7.2564 0.118
H -0.1613 -3.1218 -4.8708 0.111
H -2.5227 -1.9914 -2.9703 0.099
H -4.0081 -3.9319 -2.7299 0.116
H -3.1055 -6.1090 -1.9885 0.117
H -0.6820 -6.3542 -1.5588 0.116
H 0.8167 -4.4227 -1.8258 0.088
H 4.4757 -2.7426 -2.3073 0.123
H 6.0838 -2.0386 -0.5490 0.125
H 5.2136 -0.7500 1.4181 0.116
H 2.8222 -0.1278 1.4436 0.038
C -1.8213 4.8964 6.1231 -0.031
C -0.8214 4.1506 5.2898 -0.248
C -0.2038 3.0007 5.7827 -0.024
C 0.7000 2.2936 5.0074 -0.091
C 0.9939 2.7304 3.7225 -0.404
C 0.4183 3.8901 3.2252 -0.069
C -0.4786 4.5931 4.0106 -0.010
S 2.0251 1.6680 2.7174 0.969
C 3.3435 2.8326 2.3153 -0.186
O 1.2759 1.4340 1.4096 -0.622
H -2.3870 4.2159 6.7577 0.086
H -2.5111 5.4652 5.5027 0.085
H -1.3062 5.6011 6.7796 0.099
H -0.4306 2.6608 6.7858 0.125
H 1.1870 1.4071 5.3989 0.110
H 0.6738 4.2534 2.2363 0.078
H -0.9136 5.5078 3.6270 0.127
H 2.9371 3.7909 2.0018 0.037
H 3.9392 2.3902 1.5177 0.061
H 3.9522 2.9522 3.2113 0.075
N 0.1922 1.6294 -0.9353 -0.051
C 0.6311 2.7444 -0.8220 -0.246
N 1.0282 3.8844 -0.8774 0.191
C 1.4383 4.8775 -0.1303 -0.308
N 1.7959 5.7554 0.5271 0.185
```

Summary:
**Total charge**: +2
**Multiplicity**: 1
**HOMO**: -13.64 eV
**ΔE to the lowest compared entry with this formula, charge and spin**: 70.46 kcal per mole



Molecular formula: C43H40Cl3GeIrP2Si
Method: DFT, ωB97M-V/def2-TZVPD

Structure (XYZ):
```
91
Properties=species:S:1:pos:R:3:lowdin_charge:R:1
Ir 13.3568 9.7699 10.9898 0.723
C 14.0455 12.5160 8.7711 -0.194
Si 13.7285 12.2128 10.5948 0.494
C 15.0012 12.8321 11.7907 -0.289
C 15.3487 14.1588 12.0169 -0.045
C 16.7340 14.5723 11.8396 -0.026
C 17.6741 13.5812 11.6512 -0.068
C 17.3815 12.1935 11.7142 -0.063
C 16.0062 11.8416 11.8284 -0.407
P 15.6098 10.1219 11.5542 0.886
C 16.2031 9.2176 13.0286 -0.353
C 15.7991 7.9291 13.2013 -0.118
C 16.2361 7.1696 14.3175 -0.044
C 17.2803 7.6683 15.0980 -0.061
C 17.6243 9.0270 14.9605 -0.062
C 17.0437 9.8050 13.9758 -0.084
C 16.5300 9.5301 10.0971 -0.322
C 16.6749 10.5144 9.0504 -0.100
C 17.2281 10.1701 7.8197 -0.072
C 17.7307 8.8980 7.6023 -0.051
C 17.6805 7.9575 8.6692 -0.071
C 17.1399 8.2794 9.9053 -0.093
C 12.1280 13.1759 10.7656 -0.281
C 11.9885 14.5475 10.7777 -0.111
C 10.7976 15.1884 11.0607 -0.073
C 9.6690 14.4140 11.3168 -0.063
C 9.6930 12.9972 11.2068 -0.043
C 10.9674 12.3581 11.0317 -0.340
P 11.0506 10.5941 10.6528 0.905
C 10.3872 10.5597 8.9582 -0.360
C 8.9614 10.6215 8.7657 -0.087
C 8.4235 10.8054 7.4732 -0.068
C 9.2246 10.7483 6.3437 -0.066
C 10.6283 10.7013 6.4694 -0.047
C 11.1384 10.6651 7.7684 -0.126
C 9.7771 9.7578 11.6663 -0.360
C 9.0170 8.6671 11.2367 -0.100
C 8.3146 7.9422 12.2006 -0.055
C 8.0611 8.4672 13.4706 -0.063
C 8.6952 9.6614 13.8457 -0.069
C 9.6884 10.1886 12.9860 -0.117
H 14.7605 13.3886 8.6253 0.073
H 13.0440 12.7592 8.4269 0.021
H 14.4218 11.5716 8.2925 0.023
H 14.5666 14.9193 12.1313 0.101
H 16.9564 15.6226 11.7097 0.109
H 18.6752 13.8166 11.3382 0.106
H 18.2075 11.4628 11.7004 0.130
H 15.0703 7.4743 12.5429 0.066
H 15.8366 6.1515 14.4091 0.116
H 17.9467 7.0104 15.6131 0.104
H 18.4398 9.3037 15.5962 0.105
H 17.2037 10.8517 14.0013 0.090
H 16.3403 11.5545 9.2221 0.083
H 17.1507 10.8578 6.9756 0.117
H 18.2387 8.6788 6.6907 0.102
H 18.0470 6.9562 8.4201 0.117
H 17.2359 7.5488 10.6778 0.101
H 12.8121 15.2286 10.5538 0.107
H 10.5849 16.2975 10.9510 0.137
H 8.7441 14.8438 11.7246 0.112
H 8.8721 12.3299 11.2408 0.085
H 8.2006 10.5211 9.5438 0.104
H 7.3131 10.9392 7.4262 0.124
H 8.8207 10.6881 5.3453 0.106
H 11.2317 10.7983 5.5880 0.107
H 12.2032 10.5749 7.8220 0.072
H 9.0007 8.4543 10.1674 0.054
H 7.9457 6.9413 12.0276 0.112
H 7.3137 8.0383 14.1228 0.108
H 8.4433 10.2172 14.7655 0.115
H 10.3927 10.9465 13.3561 0.088
C 11.9168 9.5230 16.0125 -0.041
C 12.8251 10.6531 15.5336 -0.573
C 12.2528 12.0835 15.6304 -0.027
C 14.2304 10.6715 16.2706 -0.025
C 13.0645 10.2239 14.1173 0.011
C 13.0834 10.0862 12.8934 -0.227
H 11.9374 9.5414 17.1232 0.103
H 12.2870 8.5497 15.6129 0.106
H 10.8509 9.5476 15.7309 0.074
H 12.2035 12.3467 16.7048 0.100
H 11.2249 12.1079 15.2486 0.079
H 12.8991 12.8208 15.1343 0.092
H 14.0938 10.9098 17.3769 0.112
H 14.8150 11.5534 15.9072 0.092
H 14.7455 9.6995 16.0743 0.087
Cl 10.9097 7.3332 8.7030 0.141
Ge 12.7992 7.6283 9.8520 -0.344
Cl 14.1316 6.9800 8.2750 0.107
Cl 12.6868 6.0244 11.3184 0.084
```

Summary:
**Total charge**: +1
**Multiplicity**: 6
**HOMO (spin up / spin down)**: -7.22 / -11.38 eV
**ΔE to the lowest compared entry with this formula, charge and spin**: 31.28 kcal per mole



Number 1: largest force on an atom 2.4 eV/A, electronic energy -83461.769 eV. Number 2: largest force on an atom 3.3 eV/A, electronic energy -168607.555 eV.